# 1
{"formula": "C2H3I2NS", "method": "ωB97M-V with the def2-TZVPD basis set", "species": ["C", "C", "N", "S", "I", "I", "H", "H", "H"], "xyz": [[1.277, -0.151, 0.312], [-1.016, 0.141, -0.566], [-0.036, -0.031, 0.481], [2.334, -0.335, 1.531], [1.968, -0.092, -1.706], [-0.691, -0.091, 2.447], [-1.016, -0.715, -1.246], [-2.001, 0.223, -0.113], [-0.820, 1.051, -1.138]], "forces_ev_per_a": [[0.214, -0.034, 0.241], [-0.482, 0.070, -0.379], [-0.024, -0.028, 0.526], [0.630, -0.058, -0.135], [-0.156, 0.005, 0.151], [-0.246, 0.055, -0.491], [0.011, 0.059, 0.060], [0.059, -0.006, -0.024], [-0.006, -0.063, 0.050]], "de_lowest_kcal_mol": 0.00, "homo_energy_ha": -0.3028, "e_lumo_ev": -1.05}

=====

# 2
{"formula": "C5H16F9N4O15S3Y", "method": "ωB97M-V with the def2-TZVPD basis set", "species": ["Y", "C", "F", "F", "F", "S", "O", "O", "O", "C", "F", "F", "F", "S", "O", "O", "O", "C", "F", "F", "F", "S", "O", "O", "O", "O", "H", "H", "O", "H", "H", "O", "H", "H", "O", "H", "H", "C", "O", "N", "N", "H", "H", "H", "H", "C", "O", "N", "N", "H", "H", "H", "H"], "xyz": [[-0.424, -0.016, 2.037], [6.679, 1.434, -0.815], [7.566, 2.220, -1.393], [6.336, 0.474, -1.734], [7.127, 0.833, 0.318], [5.107, 2.408, -0.320], [4.053, 1.447, -0.009], [5.487, 3.130, 0.925], [4.810, 3.368, -1.342], [-2.112, 6.079, -2.854], [-2.624, 7.289, -3.069], [-2.899, 5.133, -3.322], [-0.954, 6.030, -3.437], [-1.895, 5.751, -0.986], [-0.819, 6.651, -0.476], [-3.185, 6.129, -0.345], [-1.469, 4.329, -0.823], [0.494, -1.635, -5.337], [0.454, -2.240, -6.530], [1.682, -1.754, -4.969], [0.098, -0.378, -5.304], [-0.575, -2.558, -4.022], [-0.330, -1.778, -2.766], [-1.885, -2.395, -4.623], [-0.052, -3.915, -4.077], [0.709, -1.362, 5.971], [0.843, -2.246, 6.314], [0.691, -0.803, 6.747], [1.307, 3.157, 4.218], [0.926, 3.775, 4.841], [2.215, 3.445, 4.119], [-2.393, -3.778, 2.627], [-3.317, -4.025, 2.660], [-1.934, -4.511, 3.037], [-3.367, 1.197, 4.793], [-3.892, 0.733, 5.445], [-3.784, 2.055, 4.714], [3.809, -4.768, 1.405], [3.079, -3.824, 1.608], [3.788, -5.398, 0.276], [4.654, -5.229, 2.215], [3.008, -5.268, -0.353], [4.416, -6.185, 0.195], [5.314, -5.965, 2.011], [4.923, -4.632, 2.984], [-6.086, -0.257, -0.996], [-5.104, -0.164, -0.295], [-6.149, 0.389, -2.096], [-7.144, -1.001, -0.701], [-7.029, 0.353, -2.591], [-5.384, 0.970, -2.408], [-6.878, -1.757, -0.086], [-7.888, -0.936, -1.381]], "forces_ev_per_a": [[0.064, 0.085, -0.189], [-1.890, -0.757, -0.170], [0.199, -0.184, 0.675], [0.436, 0.757, 1.146], [0.154, 0.553, -1.370], [-0.067, 1.283, 2.677], [0.579, -0.255, -0.597], [0.192, -1.131, -1.152], [0.125, -0.353, -1.051], [-0.092, 0.183, 1.782], [-0.342, -0.243, 0.159], [-0.509, -0.143, -0.421], [1.169, -0.268, -0.622], [0.387, 0.644, 2.907], [-1.280, -1.130, -1.387], [1.673, -1.057, -1.523], [-0.959, 1.788, -0.738], [-3.576, -2.112, 1.420], [-1.114, 0.741, -0.536], [4.753, 0.454, 1.554], [-0.009, 0.681, -1.095], [1.046, 1.262, -1.136], [-0.497, -1.357, -1.503], [-0.400, -0.076, 0.822], [-0.216, 0.498, 0.767], [-0.177, 0.125, -0.411], [0.077, -0.280, 0.018], [0.018, 0.228, 0.183], [-0.247, -0.446, -0.114], [-0.163, 0.181, 0.115], [0.328, 0.067, -0.161], [0.221, 0.461, 0.027], [-0.289, 0.000, -0.088], [0.202, -0.217, 0.048], [0.419, -0.199, -0.226], [-0.122, -0.181, 0.161], [-0.099, 0.292, -0.118], [-3.232, 2.569, -2.074], [-1.229, 1.721, 1.004], [-0.126, -2.448, -3.814], [5.071, -1.750, 5.707], [0.357, -0.083, 0.044], [-0.542, 0.059, -0.675], [-0.283, 0.236, -0.114], [-0.163, -0.184, -0.043], [1.726, -0.244, 2.117], [1.623, -0.549, 1.733], [-1.168, 2.391, -4.406], [-1.124, -0.646, 0.615], [0.600, 0.411, -0.498], [-0.341, -0.097, 0.151], [-1.010, -0.135, -0.246], [-0.152, -1.144, 0.647]], "de_lowest_kcal_mol": 561.44, "homo_energy_ha": -0.3186, "e_lumo_ev": -6.81}

=====

# 3
{"formula": "C3H6N2", "method": "ωB97M-V with the def2-TZVPD basis set", "species": ["C", "C", "C", "N", "N", "H", "H", "H", "H", "H", "H"], "xyz": [[0.746, 1.127, 0.004], [1.196, -0.427, 0.022], [-0.186, 0.029, 0.299], [-2.689, 0.426, -0.086], [-1.521, -0.240, 0.199], [1.075, 1.713, 0.840], [0.999, 1.732, -0.919], [1.336, -0.929, -0.868], [1.967, -0.735, 0.800], [-3.540, -0.226, -0.111], [-1.527, -1.332, 0.371]], "forces_ev_per_a": [[1.014, -0.813, -1.105], [-0.168, 1.447, 3.170], [-3.082, 2.103, -0.911], [1.663, -0.721, 0.429], [1.173, -3.458, -0.063], [0.219, -0.078, 0.638], [-1.197, -1.114, 0.644], [0.343, -0.687, -2.055], [-1.448, 0.371, -0.703], [2.254, 0.462, 0.441], [-0.770, 2.488, -0.485]], "de_lowest_kcal_mol": 120.00, "homo_energy_ha": [-0.2787, -0.2787], "e_lumo_ev": [0.80, 0.80]}

=====

# 4
{"formula": "C4H12N2O", "method": "ωB97M-V with the def2-TZVPD basis set", "species": ["C", "C", "C", "N", "O", "H", "H", "H", "H", "H", "H", "H", "C", "N", "H", "H", "H", "H", "H"], "xyz": [[0.025, 0.112, -1.290], [0.611, 1.512, -1.284], [1.040, -1.003, -1.091], [-1.663, 0.070, -0.540], [-2.170, 1.152, -0.529], [-0.390, -0.049, -2.289], [1.363, 1.631, -2.072], [0.551, -1.981, -1.081], [1.087, 1.727, -0.322], [-0.159, 2.266, -1.475], [1.586, -0.882, -0.150], [1.790, -0.997, -1.890], [-0.458, 0.011, 1.821], [-0.518, -1.384, 2.147], [-1.440, -1.774, 1.987], [-0.219, -1.594, 3.093], [-1.308, 0.595, 2.183], [0.474, 0.449, 2.190], [-0.201, 0.140, 0.590]], "forces_ev_per_a": [[-1.227, 0.577, -1.658], [-0.332, 0.031, 0.400], [-0.440, -0.098, 0.940], [0.900, 1.708, -0.731], [1.152, -2.004, -0.345], [-0.181, 0.007, -0.082], [-0.078, -0.195, 0.104], [0.111, 0.063, 0.031], [0.014, 0.075, -0.081], [0.056, -0.126, 0.144], [-0.079, -0.105, -0.008], [-0.303, 0.142, -0.045], [1.608, 0.556, -2.701], [0.039, -0.670, 0.087], [0.183, 0.051, 0.074], [-0.185, 0.105, -0.163], [0.053, 0.225, -0.456], [-0.144, -0.071, 0.488], [-1.145, -0.270, 4.003]], "de_lowest_kcal_mol": 119.78, "homo_energy_ha": -0.3088, "e_lumo_ev": 0.30}